{
  "formula": "C16H25Cl36GaO3PS2",
  "method": "wB97M-V/def2-TZVPD",
  "charge": -1,
  "spin_multiplicity": 1,
  "orbital_gap_ev": 5.7,
  "species": ["Cl", "Cl", "S", "Cl", "Cl", "H", "H", "Cl", "Cl", "Cl", "Cl", "Cl", "Cl", "Cl", "H", "Cl", "C", "H", "C", "H", "C", "Cl", "C", "Cl", "S", "C", "Cl", "H", "C", "Cl", "Cl", "Cl", "H", "C", "H", "Cl", "C", "H", "C", "H", "P", "Cl", "H", "C", "C", "Cl", "H", "O", "O", "C", "Cl", "H", "H", "Cl", "Cl", "H", "C", "Cl", "Cl", "H", "Cl", "H", "H", "Ga", "Cl", "Cl", "H", "Cl", "H", "H", "Cl", "Cl", "C", "Cl", "Cl", "H", "C", "H", "Cl", "C", "H", "H", "O", "Cl"],
  "coordinates": [[3.046655, -4.449786, -4.198843], [-0.876263, 11.441501, 4.022675], [-1.770894, 2.080970, -0.767970], [-2.045626, 1.173507, -4.416249], [2.406857, -9.918743, -8.892204], [2.722743, -0.097206, 11.261058], [0.703772, -0.217293, -2.368865], [0.253912, 2.270068, -5.752581], [1.283523, -1.452375, 6.016202], [2.823397, -9.968999, -6.014509], [1.410881, -4.126918, 4.867394], [1.193408, 12.387473, 2.211374], [1.105342, -2.937914, -5.754495], [4.179440, -7.028186, 0.618594], [-1.533163, -3.022308, -1.718434], [4.956636, -4.227918, 0.757471], [-2.649334, 4.912631, -3.974587], [-3.223150, 3.992921, -3.964630], [2.026362, -0.807705, 10.832983], [0.071996, 0.338753, 1.443308], [2.059604, -6.628601, -8.999101], [0.350736, -5.486048, -4.538072], [-0.216748, 1.545356, -1.552358], [-2.271871, 9.067832, 5.672363], [1.829446, -1.467652, 2.521191], [1.968543, -3.078557, 6.171749], [3.081573, -6.776650, -10.434750], [-2.510732, -2.841949, 1.211202], [-1.060852, 1.099655, -5.883809], [3.032345, -6.746975, -7.529647], [1.159385, -5.107889, -9.025305], [0.399454, -0.384279, 11.380669], [-3.380151, 1.271524, -1.942484], [0.585711, 11.004945, 3.131082], [3.046827, -3.000764, 6.103085], [1.559856, -3.788423, 7.742766], [1.653515, -4.557590, -5.282130], [2.248387, -11.746251, -7.429975], [-0.665139, 7.071497, 0.252604], [-3.924937, -0.062735, 4.964703], [-0.040156, -0.919722, 2.104304], [2.627130, -5.158126, 2.221807], [1.963315, -5.084703, -6.176427], [2.919264, -10.899968, -7.511517], [0.037316, 0.004577, -1.509763], [-0.965932, 4.520436, -3.622473], [-1.246906, 6.155590, 0.236915], [-1.565806, 3.499759, -0.361884], [-2.989522, 2.158750, -1.907309], [-0.802458, -2.345545, -1.233457], [2.138182, -0.707486, 9.075103], [-0.199013, -4.003030, 1.244592], [0.334959, 10.215114, 2.432048], [-4.077320, 8.420582, 7.858692], [4.557397, -11.512495, -7.761313], [1.348642, -7.445012, -9.001479], [-1.219660, -0.892174, -1.682391], [1.019409, 6.653794, 0.578007], [-4.296412, -2.101296, 3.875838], [-1.469844, -0.952369, -2.750402], [-1.304452, 8.115271, 1.530891], [-0.790457, -0.626848, 3.291529], [-0.168441, 2.000662, -2.548439], [-0.956980, -2.650229, 0.790945], [-2.133281, -1.393762, 5.674813], [-2.796672, 5.643355, -5.579280], [-1.690213, 1.383276, -6.718757], [-0.419815, -0.520812, -6.207100], [0.625505, -0.271792, -0.620101], [-2.069908, -0.613842, -1.038413], [-3.300999, 5.981808, -2.731325], [-0.819091, 7.854929, -1.323094], [-3.821833, -1.102816, 5.249501], [-4.878401, -1.402718, 6.640012], [1.826790, 10.396000, 4.231880], [2.971401, -5.142902, -0.090273], [3.598361, -5.360005, 0.767179], [-1.946497, 9.391674, 7.968921], [-3.328060, 11.184590, 7.357471], [-2.793183, 9.500121, 7.302284], [0.190317, -2.601728, -1.647280], [0.585752, 2.027844, -0.966434], [-2.154681, 1.296563, 0.417551], [2.470807, -2.424232, 11.397155]],
  "atomic_forces_ev_per_a": [[-0.085, -0.020, -0.100], [0.198, 0.129, -0.249], [-0.043, 3.521, 4.158], [0.065, -0.134, -0.541], [0.009, -0.259, -0.054], [-0.047, -0.051, 0.026], [-0.266, 0.112, 0.382], [0.096, -0.166, -0.234], [0.089, -0.213, 0.070], [-0.040, -0.152, -0.075], [-0.121, 0.142, 0.407], [-0.015, -0.066, -0.005], [0.285, -0.546, 0.186], [0.026, -0.045, -0.079], [0.359, -0.019, 0.355], [-0.029, -0.043, -0.047], [0.087, 0.008, 0.232], [0.075, 0.017, 0.014], [0.007, -0.008, -0.224], [-0.530, -0.140, 0.467], [0.080, 0.209, -0.024], [0.029, 0.085, -0.046], [0.375, -0.825, 0.191], [-0.147, -0.188, 0.305], [0.475, 0.147, 0.065], [-0.212, -0.037, -0.315], [-0.088, -0.009, 0.071], [0.035, 0.272, -0.144], [0.082, 0.053, -0.042], [0.087, -0.086, -0.193], [0.013, -0.084, 0.029], [0.064, 0.012, 0.017], [-0.137, -0.120, 0.053], [0.021, 0.099, 0.062], [-0.058, 0.044, 0.024], [0.031, -0.087, 0.006], [-0.011, 0.063, 0.045], [0.027, 0.045, -0.026], [0.133, -0.095, -0.142], [-0.011, -0.047, 0.038], [0.566, 0.114, -0.030], [0.348, -0.112, -0.374], [-0.063, 0.193, 0.143], [0.109, 0.132, 0.173], [-0.533, 0.350, -0.799], [-0.131, 0.220, 0.041], [0.030, -0.021, -0.010], [-0.314, -2.243, -1.933], [1.392, -0.629, 1.107], [-0.559, 0.535, -0.205], [-0.005, 0.161, 0.330], [0.035, 0.363, -0.031], [0.016, 0.042, 0.035], [0.075, 0.053, 0.019], [-0.109, 0.002, -0.016], [0.024, 0.049, 0.027], [1.389, -1.330, 0.372], [-0.108, 0.013, 0.002], [0.056, 0.116, 0.078], [-0.288, 0.398, 0.300], [-0.071, 0.017, 0.048], [0.178, 0.212, -0.506], [-0.378, -0.240, 0.202], [-0.610, -1.122, -0.462], [-0.142, 0.020, 0.058], [-0.025, -0.044, -0.006], [0.060, -0.013, 0.023], [-0.479, 0.557, 0.123], [-0.502, 0.187, -0.154], [0.245, 0.216, -0.468], [-0.148, -0.118, -0.155], [0.093, 0.055, 0.156], [0.113, -0.174, -0.147], [-0.022, 0.062, 0.028], [-0.068, -0.008, -0.061], [0.049, -0.010, 0.036], [-0.270, 0.139, 0.270], [-0.045, 0.013, -0.026], [0.048, -0.024, 0.021], [-0.074, -0.095, -0.152], [-0.306, 0.153, 0.130], [-0.766, 0.146, 0.075], [0.265, 0.098, -2.948], [0.016, 0.053, 0.021]]
}